Record 1
Molecular formula: C17H17F3N4O
Method: DFT, wB97M-V/def2-TZVPD

Geometry as XYZ:
```
42
Properties=species:S:1:pos:R:3:forces:R:3
C 2.6625 1.9811 2.1320 0.2 -0.1 -0.6
C 2.7005 2.4270 0.6650 -0.6 1.7 0.3
C 3.3307 3.8386 0.6441 0.4 -0.6 -1.5
C 1.2926 2.6067 0.0106 0.0 -0.6 0.6
C 0.4342 1.3906 0.1057 -0.1 -2.7 -0.1
C -0.8326 1.4338 0.7541 0.8 0.0 -0.7
C -1.6269 0.3264 0.8240 -0.3 1.9 0.6
C -1.2130 -0.8856 0.3150 -0.5 -0.6 0.4
C -2.0229 -2.0036 0.4220 -0.5 -2.4 -0.5
C -1.5947 -3.2339 -0.1078 -1.0 1.5 1.0
O -2.3518 -4.3638 -0.1512 -0.8 -0.4 0.2
C -3.6791 -4.3353 0.3909 0.9 0.4 0.4
C -4.2756 -5.7215 0.2919 0.5 0.7 -0.7
F -3.3809 -6.5882 0.7811 -1.0 -0.5 -0.1
F -5.4606 -5.7742 0.9815 1.3 -0.3 -0.9
F -4.4932 -5.9985 -1.0359 -0.2 -0.3 1.5
C -0.3091 -3.3391 -0.6433 0.8 0.2 -1.1
C 0.4689 -2.2013 -0.7802 -0.3 -2.3 -0.3
C 0.0290 -0.9990 -0.2751 1.3 1.5 -0.5
C 0.8528 0.1360 -0.4061 -0.3 2.3 0.8
N 1.3737 2.9788 -1.4032 0.9 0.6 -1.1
N 0.5527 3.8714 -2.0024 0.2 -0.9 2.2
C 1.0521 3.9758 -3.1762 1.6 -0.3 -2.0
N 2.1847 3.1736 -3.3402 -0.9 0.5 -0.5
N 2.3661 2.5461 -2.2379 -1.5 1.1 1.1
H 2.3324 0.9440 2.2135 -0.2 0.2 0.3
H 3.7094 2.0363 2.4527 -0.3 -0.1 0.3
H 2.0716 2.6734 2.7452 0.0 -0.3 -0.1
H 3.2963 1.7163 0.0992 0.0 0.1 -0.2
H 2.7103 4.6132 1.0888 -0.1 -0.1 0.1
H 3.5714 4.1027 -0.3923 -0.4 0.3 0.1
H 4.2986 3.8437 1.0943 0.6 -0.1 0.8
H 0.7818 3.4227 0.5493 0.2 -0.1 -0.5
H -1.1660 2.3842 1.1284 -0.2 0.2 0.2
H -2.6025 0.4524 1.2696 -0.1 -0.3 0.1
H -2.9674 -1.9058 0.9408 -0.1 0.0 -0.2
H -4.3245 -3.6642 -0.1383 -0.3 0.5 -0.6
H -3.6621 -4.0085 1.4328 0.0 -0.2 0.1
H -0.0154 -4.3052 -1.0634 0.0 0.4 0.2
H 1.4076 -2.2100 -1.3226 0.0 -0.3 0.2
H 1.8282 0.0292 -0.8836 -0.2 0.1 0.0
H 0.6703 4.6334 -3.9725 0.3 -0.6 0.6
```
Forces are in eV/Å.

The total energy is -34064.3018 eV. As for the SMILES: CC(C)[C@H](c1ccc2cc(OCC(F)(F)F)ccc2c1)n1ncnn1. The value obtained for the energy above the lowest of the compared OMol25 structures with the same formula, charge and spin is 215.9 kJ/mol. The HOMO-LUMO gap comes out at 8.49 eV. The HOMO energy comes out at -8.20 eV. The net charge is 0. The LUMO energy comes out at 0.290 eV.

Record 2
Molecular formula: C17H17F6MnN3O7S3
Method: DFT, wB97M-V/def2-TZVPD

Geometry as XYZ:
```
54
Properties=species:S:1:pos:R:3:forces:R:3
Mn -11.6517 6.1638 11.5009 -0.1 0.7 0.1
N -12.3154 8.0547 12.5388 -0.8 -1.2 0.6
N -12.7434 8.9518 11.5854 -0.7 0.3 -1.9
C -13.1007 8.4138 10.3016 -1.1 3.3 1.5
O -13.6658 9.1178 9.4621 1.5 -2.2 1.3
O -12.8325 7.1548 10.2431 0.7 -1.9 -0.6
H -13.0560 7.7815 13.2544 1.0 0.3 -1.2
H -11.5323 8.4455 13.0275 0.6 0.1 0.4
H -13.0826 9.8661 11.8576 0.0 -0.2 0.0
F -14.8009 4.7168 11.3672 -0.1 -0.9 1.0
C -14.5283 3.3899 11.2447 -0.7 0.2 -0.4
F -14.7078 3.1725 9.9285 0.6 -0.7 1.5
F -15.3402 2.5846 11.9942 1.1 1.6 -1.2
S -12.7448 3.1360 11.8565 0.5 -3.0 -1.8
O -11.9312 4.1534 11.1498 -0.3 1.5 0.0
O -12.3822 1.8066 11.3795 -0.9 2.1 1.5
N -12.7764 3.3344 13.3976 -0.1 0.5 0.2
S -12.2530 4.5094 14.3343 0.2 -2.5 1.0
O -11.5956 3.9674 15.5112 -1.4 1.5 -2.0
O -11.5278 5.5435 13.5730 -0.4 0.3 0.0
C -13.9146 5.3021 14.8425 -1.0 1.7 1.2
F -14.9435 4.4789 15.1104 1.9 0.8 -0.7
F -14.2935 6.1619 13.8173 0.4 -1.2 0.9
F -13.7004 6.1002 15.9459 -0.1 -1.3 -1.7
O -9.6376 6.1553 10.9408 -1.1 0.2 0.1
S -8.2453 5.8323 11.4941 0.1 -1.3 0.6
C -7.1572 6.8664 10.5277 0.6 1.3 -0.1
C -7.4138 8.3433 10.8843 -1.1 0.3 -1.3
C -8.0932 9.2080 9.9334 1.4 -1.8 1.7
C -8.2762 10.5257 10.2871 0.0 0.4 0.1
C -7.9841 10.9752 11.5772 -0.2 -0.5 0.7
C -7.5075 10.0694 12.5524 0.5 2.1 -0.3
C -7.0587 8.8377 12.1382 0.3 -1.3 0.7
C -7.9187 4.0150 11.0086 0.5 0.7 -1.0
C -8.0835 3.6861 9.5154 0.0 0.8 0.1
C -9.2941 3.9203 8.8355 1.0 -0.5 0.4
C -9.4034 3.4048 7.5590 -3.1 -0.3 -1.2
C -8.4167 2.6897 6.9356 0.9 -0.8 -0.7
C -7.1735 2.5926 7.5477 -0.5 -1.4 -0.9
C -7.0372 3.0851 8.8031 1.3 0.5 2.3
H -7.2718 6.7157 9.4659 -0.3 -0.3 -0.3
H -6.1228 6.6474 10.7933 0.0 -0.4 0.2
H -8.3580 8.7979 8.9618 0.0 0.2 0.1
H -8.6386 11.2165 9.5437 -0.1 0.2 0.0
H -8.1131 12.0295 11.8473 -0.1 -0.5 -0.2
H -7.3040 10.4451 13.5770 -0.1 -0.4 -0.8
H -6.4053 8.2634 12.8484 -1.0 0.2 -0.8
H -8.6542 3.4427 11.5519 -0.5 0.2 0.5
H -6.9368 3.7382 11.4648 -0.6 0.4 -0.6
H -10.1561 4.3764 9.2953 0.1 0.0 0.1
H -10.4429 3.3852 7.0778 1.6 0.4 0.7
H -8.5575 2.0820 6.0245 -0.3 0.8 0.4
H -6.4468 1.8864 7.1313 0.1 0.7 0.1
H -6.0769 2.9320 9.3344 -0.6 0.1 -0.3
```
Forces are in eV/Å.

The total energy is -116829.4501 eV. Its spin multiplicity is 5. As for the expectation value of S²: 6.45. The value obtained for the energy above the lowest of the compared OMol25 structures with the same formula, charge and spin is 48.8 kJ/mol. The HOMO-LUMO gap (spin up / spin down) comes out at 3.87 / 7.97 eV. The HOMO energy (spin up / spin down) comes out at -11.90 / -11.90 eV. The net charge is +1. The LUMO energy (spin up / spin down) comes out at -8.026 / -3.933 eV.

Record 3
Molecular formula: C17H17GeLiN2
Method: DFT, wB97M-V/def2-TZVPD

Geometry as XYZ:
```
38
Properties=species:S:1:pos:R:3:forces:R:3
Li 1.1437 3.0687 -1.5910 0.1 0.1 0.0
N 6.5396 1.9735 0.8798 0.0 0.0 0.0
C 5.3140 2.1618 0.3749 0.0 0.0 0.0
C 4.3092 1.1780 0.4788 0.0 0.0 0.0
C 3.0734 1.4185 -0.0548 0.0 0.0 0.0
N 2.7274 2.5558 -0.6905 0.0 0.1 -0.1
C 3.6974 3.4930 -0.7856 0.0 0.0 0.0
C 4.9627 3.3540 -0.2879 0.0 0.0 0.0
H 6.7893 1.1166 1.3410 0.0 0.0 0.0
H 7.2526 2.6764 0.7926 0.0 0.0 0.0
H 4.5096 0.2362 0.9709 0.0 0.0 0.0
H 2.3064 0.6562 0.0228 0.0 0.0 0.0
H 3.4377 4.4148 -1.2972 0.0 0.0 0.0
H 5.6799 4.1541 -0.4087 0.0 0.0 0.0
Ge -1.9789 -0.2547 0.1588 -0.1 -0.1 0.1
C -1.0771 -1.7223 0.8866 0.0 0.0 0.0
C -1.2446 -3.0361 0.4196 0.0 0.0 0.0
C -0.6685 -4.0835 1.1096 0.0 0.0 0.0
C 0.0542 -3.8341 2.2736 0.0 0.0 0.0
C 0.2229 -2.5387 2.7465 0.0 0.0 0.0
C -0.3312 -1.4789 2.0514 0.1 0.0 0.0
C -3.4771 -0.1731 -0.9542 0.0 -0.1 0.0
C -3.9577 -1.2804 -1.6728 0.0 0.0 0.0
C -5.1531 -1.1830 -2.3553 0.0 0.0 0.0
C -5.8843 0.0016 -2.3097 0.0 0.0 0.0
C -5.4212 1.1012 -1.5978 0.0 0.0 0.0
C -4.2142 1.0226 -0.9276 0.0 0.0 -0.1
H -1.4791 1.1015 0.6631 -0.1 0.0 0.1
H -1.8158 -3.2405 -0.4757 0.0 0.0 0.0
H -0.7870 -5.0971 0.7525 0.0 0.0 0.0
H 0.4878 -4.6624 2.8183 0.0 0.0 0.0
H 0.7821 -2.3592 3.6542 0.0 0.0 0.0
H -0.1929 -0.4682 2.4186 0.0 0.0 0.0
H -3.4022 -2.2078 -1.7041 0.0 0.0 0.0
H -5.5256 -2.0278 -2.9178 0.0 0.0 0.0
H -6.8277 0.0651 -2.8359 0.0 0.0 0.0
H -6.0000 2.0139 -1.5688 0.0 0.0 0.0
H -3.8516 1.8840 -0.3783 0.0 0.0 0.0
```
Forces are in eV/Å.

The total energy is -77591.3900 eV. The HOMO-LUMO gap comes out at 6.61 eV. The HOMO energy comes out at -14.22 eV. The net charge is +2. The LUMO energy comes out at -7.611 eV.

Record 4
Molecular formula: C17H17IrO5S2
Method: DFT, wB97M-V/def2-TZVPD

Geometry as XYZ:
```
42
Properties=species:S:1:pos:R:3:forces:R:3
Ir 0.5161 -0.5294 -0.3949 -0.4 1.8 -0.6
O -2.4523 -2.8533 -0.9577 -0.3 -0.1 0.0
C -1.9350 -2.0873 -0.1810 0.8 -0.2 0.2
O -0.6116 -2.0681 -0.0035 -0.4 -0.7 0.3
C -2.7239 -1.2014 0.7182 -0.1 0.1 -0.2
C -3.8831 -1.7087 1.2979 0.1 0.0 -0.1
C -4.6620 -0.9173 2.1205 0.0 0.1 0.0
C -4.3041 0.4071 2.3451 0.0 0.0 0.1
C -3.1622 0.9290 1.7690 0.0 0.0 0.0
C -2.3593 0.1227 0.9590 0.1 0.1 0.2
S -0.9832 0.9665 0.2567 0.4 -0.5 -0.1
H -4.1584 -2.7340 1.0902 0.0 0.0 0.0
H -5.5523 -1.3243 2.5794 0.0 0.0 0.0
H -4.9147 1.0362 2.9786 0.0 0.0 0.0
H -2.8887 1.9628 1.9400 0.0 0.0 0.0
C 2.9651 2.8761 -1.3598 0.0 0.0 0.0
C 2.4332 1.7457 -0.5397 0.0 -0.1 0.0
O 1.6999 0.9305 -1.1525 0.1 0.3 0.0
C 2.7673 1.6048 0.8542 -0.1 0.1 0.1
C 3.5448 2.5947 1.4937 0.0 0.0 0.0
C 3.9292 2.4590 2.8014 0.0 0.0 0.0
C 3.5621 1.3087 3.5102 0.0 0.0 0.0
C 2.8168 0.3167 2.9166 0.0 0.1 0.0
C 2.3986 0.4568 1.5915 -0.1 0.0 -0.3
O 1.6980 -0.5595 1.0883 0.0 -0.6 0.8
H 2.6290 2.7648 -2.3862 0.0 0.0 0.0
H 4.0541 2.9038 -1.3299 0.0 0.0 0.0
H 2.5933 3.8206 -0.9594 0.0 0.0 0.0
H 3.8443 3.4735 0.9407 0.0 0.0 0.0
H 4.5159 3.2293 3.2807 0.0 0.0 0.0
H 3.8688 1.1945 4.5416 0.0 0.0 0.0
H 2.5293 -0.5783 3.4501 0.0 0.0 0.0
C -1.5806 -1.3172 -4.3513 0.0 0.0 0.0
S -0.0252 -1.3841 -3.4893 0.0 -0.2 0.1
C -0.0476 -3.0962 -2.9845 0.0 0.0 0.0
O -0.3825 -0.5653 -2.2218 -0.1 0.0 -0.4
H -2.3656 -1.5300 -3.6262 0.0 -0.1 0.0
H -1.5612 -2.0610 -5.1464 0.0 0.0 0.0
H -1.6928 -0.3212 -4.7723 0.0 0.0 0.0
H -0.0344 -3.7129 -3.8831 0.0 0.0 0.0
H -0.9396 -3.2681 -2.3797 0.0 0.0 0.0
H 0.8543 -3.2866 -2.4047 0.0 0.0 0.0
```
Forces are in eV/Å.

The total energy is -52644.9692 eV. Its spin multiplicity is 2. As for the expectation value of S²: 0.76. The value obtained for the energy above the lowest of the compared OMol25 structures with the same formula, charge and spin is 0.0 kJ/mol. The HOMO-LUMO gap (spin up / spin down) comes out at 7.09 / 5.68 eV. The HOMO energy (spin up / spin down) comes out at -11.48 / -11.31 eV. The net charge is +1. The LUMO energy (spin up / spin down) comes out at -4.392 / -5.633 eV.